(1)
DFT (ωB97M-V/def2-TZVPD) results for C6H12O2 as an isolated structure at a distorted geometry.

Each line ends with the natural charge from an NBO analysis.
CARTESIAN COORDINATES (ANGSTROEM)
C (1.400, -1.422, -0.099)  -0.4137
C (1.896, 0.131, -0.264)  -0.4389
C (0.751, 1.173, 0.300)  -0.1454
C (-1.508, 0.956, 0.034)  -0.1353
C (-2.152, -0.535, -0.178)  -0.0930
C (-0.073, -1.086, -0.233)  -0.0882
H (1.709, -1.552, 0.937)  0.2002
H (1.818, -2.150, -0.859)  0.2211
H (2.421, 0.419, -1.218)  0.2379
H (2.552, 0.413, 0.629)  0.2171
H (0.194, 0.881, 1.434)  0.2150
H (1.542, 2.231, 0.709)  0.2061
H (-1.110, 1.410, 1.138)  0.1779
H (-2.580, 1.588, 0.021)  0.1929
H (-2.157, -0.777, -1.290)  0.1979
H (-3.000, -0.602, 0.350)  0.1929
H (0.063, -0.728, -1.314)  0.1480
H (-0.066, -0.278, 0.456)  0.1852
O (-0.459, 1.527, -0.717)  -0.5627
O (-1.239, -1.599, 0.164)  -0.5150

The calculation puts the total energy at -385.9644 a.u. For the relative energy (zero: lowest compared OMol25 entry of this formula, charge and spin), the calculation gives 934.18 kJ/mol. The HOMO-LUMO gap is 10.3 eV.

---

(2)
DFT (ωB97M-V/def2-TZVPD) results for a 2-piece molecular cluster, C6H12O2 overall at a distorted geometry.

Each line ends with the natural charge from an NBO analysis.
CARTESIAN COORDINATES (ANGSTROEM)
O (1.836, 1.777, -0.728)  -0.5436
C (1.272, 1.666, -1.795)  0.4272
C (0.300, 0.447, -1.997)  -0.5100
C (-0.772, 0.356, -0.915)  -0.4652
C (-0.200, -0.630, 0.074)  -0.1938
C (-0.780, -1.750, 0.588)  -0.2061
C (-0.366, -2.535, 1.787)  -0.6473
H (1.228, 2.594, -2.181)  0.1407
H (-0.239, 0.340, -3.055)  0.2270
H (0.973, -0.434, -2.046)  0.2450
H (-1.162, 1.253, -0.330)  0.2266
H (-1.803, 0.111, -1.301)  0.2297
H (0.936, -0.378, 0.350)  0.2182
H (-1.824, -2.062, 0.401)  0.1953
H (-1.240, -2.800, 2.469)  0.2197
H (0.480, -2.115, 2.464)  0.2163
H (0.006, -3.512, 1.529)  0.2177
H (-0.153, 2.148, 1.392)  0.4577
H (1.166, 2.713, 1.395)  0.4754
O (0.342, 2.811, 1.899)  -0.9306

The calculation puts the total energy at -386.1837 a.u. The SMILES is C/C=C/CCC=O.O. For the relative energy (zero: lowest compared OMol25 entry of this formula, charge and spin), the calculation gives 358.18 kJ/mol. The HOMO-LUMO gap is 9.8 eV.

---

(3)
DFT (ωB97M-V/def2-TZVPD) results for a 2-piece molecular cluster, C6H12O2 overall at a distorted geometry.

Each line ends with the natural charge from an NBO analysis.
CARTESIAN COORDINATES (ANGSTROEM)
O (0.154, -2.268, 0.430)  -0.5280
C (0.574, -1.523, 1.279)  0.4439
C (0.692, -0.040, 1.128)  -0.5268
C (-0.697, 0.634, 1.366)  -0.3718
C (-1.704, 0.276, 0.283)  -0.4580
C (-1.170, 0.179, -2.130)  -0.3790
C (-1.340, 0.904, -1.035)  -0.1886
H (0.926, -1.960, 2.237)  0.0995
H (1.340, 0.325, 1.928)  0.2067
H (1.114, 0.180, 0.149)  0.2561
H (-0.473, 1.699, 1.284)  0.1998
H (-0.982, 0.467, 2.404)  0.2102
H (-1.790, -0.806, 0.190)  0.2274
H (-2.707, 0.616, 0.570)  0.2147
H (-1.247, -0.902, -2.113)  0.2008
H (-0.881, 0.558, -3.108)  0.1972
H (-1.215, 1.982, -1.025)  0.1896
H (3.442, 1.501, -0.460)  0.4687
H (2.071, 1.844, -1.026)  0.4682
O (2.799, 1.225, -1.125)  -0.9305

The calculation puts the total energy at -386.2498 a.u. The SMILES is C=CCCCC=O.O. For the relative energy (zero: lowest compared OMol25 entry of this formula, charge and spin), the calculation gives 184.68 kJ/mol. The HOMO-LUMO gap is 10.2 eV.

---

(4)
DFT (ωB97M-V/def2-TZVPD) results for a 2-piece molecular cluster, C6H12O2 overall at a distorted geometry.

Each line ends with the natural charge from an NBO analysis.
CARTESIAN COORDINATES (ANGSTROEM)
C (0.763, 1.462, -0.170)  -0.4531
C (-0.479, 1.996, -0.886)  -0.6057
C (0.416, 0.437, 0.883)  -0.1935
C (1.315, -0.030, 1.777)  -0.3544
H (1.287, 2.303, 0.298)  0.2188
H (1.446, 1.003, -0.886)  0.2097
H (-0.634, 0.489, 1.267)  0.2346
H (-1.115, 1.178, -1.219)  0.2126
H (-1.082, 2.598, -0.202)  0.2055
H (-0.200, 2.608, -1.741)  0.2094
H (1.008, -0.605, 2.637)  0.1941
H (2.378, 0.033, 1.577)  0.1858
C (-0.091, -1.475, -0.173)  0.1028
C (0.350, -1.418, -1.430)  -0.4677
O (-1.578, -1.113, 0.166)  -0.3393
O (-2.508, -2.182, 0.273)  -0.4265
H (-2.656, -2.264, 1.230)  0.4555
H (0.200, -2.302, 0.465)  0.1884
H (0.061, -0.623, -2.097)  0.2065
H (1.118, -2.095, -1.768)  0.2164

The calculation puts the total energy at -386.0552 a.u. The SMILES is C=CCC.C=COO. For the relative energy (zero: lowest compared OMol25 entry of this formula, charge and spin), the calculation gives 695.75 kJ/mol. The HOMO-LUMO gap is 8.7 eV.

---

(5)
DFT (ωB97M-V/def2-TZVPD) results for a 3-piece molecular cluster, C6H12O2 overall at a distorted geometry.

Each line ends with the natural charge from an NBO analysis.
CARTESIAN COORDINATES (ANGSTROEM)
C (-2.304, 0.677, 0.399)  0.2979
C (1.942, 0.012, -0.916)  -0.4093
C (-0.163, -1.701, 0.474)  -0.7056
C (2.886, 0.168, 0.244)  -0.6452
C (-0.017, -0.350, -0.054)  0.1257
C (-0.291, 0.828, -0.308)  -0.1965
O (-3.125, -0.261, -0.239)  -0.7390
O (-2.649, 1.986, 0.054)  -0.7551
H (-3.558, 2.168, 0.352)  0.4612
H (-2.934, -0.202, -1.186)  0.4761
H (-2.354, 0.495, 1.475)  0.1284
H (-0.226, 1.818, -0.708)  0.2486
H (1.960, 0.834, -1.629)  0.1869
H (2.014, -0.934, -1.450)  0.1816
H (0.272, -2.426, -0.218)  0.2404
H (-1.222, -1.936, 0.602)  0.2531
H (0.343, -1.799, 1.437)  0.2397
H (2.776, -0.648, 0.966)  0.1996
H (2.711, 1.107, 0.778)  0.2051
H (3.940, 0.166, -0.071)  0.2064

The calculation puts the total energy at -386.0676 a.u. For the relative energy (zero: lowest compared OMol25 entry of this formula, charge and spin), the calculation gives 663.14 kJ/mol. The HOMO-LUMO gap is 7.5 eV.

---

(6)
DFT (ωB97M-V/def2-TZVPD) results for a 2-piece molecular cluster, C6H12O2 overall at a distorted geometry.

Each line ends with the Löwdin spin population.
CARTESIAN COORDINATES (ANGSTROEM)
C (3.442, 0.099, 0.111)  0.0000
C (2.462, -0.977, 0.445)  -0.0001
C (1.102, -0.768, 0.395)  0.0000
C (0.386, 0.355, 0.027)  0.0000
C (-1.083, 0.353, 0.033)  0.0008
O (-1.604, -0.784, 0.718)  0.0018
C (-1.672, 0.386, -1.391)  0.0009
H (2.878, 1.025, 0.022)  0.0000
H (4.169, 0.243, 0.918)  0.0000
H (3.961, -0.064, -0.836)  0.0000
H (2.841, -1.939, 0.768)  0.0000
H (0.497, -1.625, 0.682)  0.0000
H (0.893, 1.268, -0.260)  0.0000
H (-1.463, 1.238, 0.553)  0.0014
H (-1.432, -0.541, -1.907)  0.0000
H (-1.271, 1.220, -1.971)  0.0000
H (-2.740, 0.539, -1.331)  0.0008
H (-2.570, -0.617, 0.876)  -0.0008
H (-4.811, 0.267, 1.337)  0.0200
O (-3.983, 0.322, 0.809)  0.9752

The calculation puts the total energy at -385.8811 a.u. The charge is +1. For the relative energy (zero: lowest compared OMol25 entry of this formula, charge and spin), the calculation gives 264.25 kJ/mol. As for the spin multiplicity: 2. The HOMO-LUMO gap (alpha / beta) is 7.7 / 7.7 eV.

---

(7)
DFT (ωB97M-V/def2-TZVPD) results for C6H12O3P as an isolated structure at a distorted geometry.

Each line ends with the natural charge from an NBO analysis.
CARTESIAN COORDINATES (ANGSTROEM)
C (1.465, -1.116, -1.887)  0.7591
C (-2.315, -0.529, 0.973)  -0.5946
C (-0.208, 0.014, 2.157)  -0.6197
C (-0.343, -0.064, -0.453)  -0.4053
C (1.061, 0.005, -0.916)  -0.6017
C (-0.802, -0.676, 0.900)  -0.2411
O (1.516, -0.752, -3.085)  -0.7469
O (1.694, -2.245, -1.403)  -0.7544
O (1.308, 2.672, -1.159)  -1.0649
P (1.300, 1.337, -2.306)  0.8460
H (-2.783, 0.577, 1.066)  0.1899
H (-2.694, -0.904, 1.867)  0.1929
H (-2.937, -1.097, 0.277)  0.2114
H (-0.612, 0.979, 2.262)  0.2015
H (-0.502, -0.485, 3.099)  0.1953
H (0.856, -0.192, 2.332)  0.2195
H (-0.744, -0.607, -1.393)  0.2227
H (-0.630, 0.996, -0.491)  0.1918
H (1.709, -0.021, -0.096)  0.2071
H (-0.448, -1.659, 0.883)  0.2185
H (1.265, 2.471, -0.257)  0.4581
H (2.843, 1.296, -2.370)  -0.0853

The calculation puts the total energy at -802.9126 a.u. The charge is -1. For the relative energy (zero: lowest compared OMol25 entry of this formula, charge and spin), the calculation gives 102.34 kJ/mol. The HOMO-LUMO gap is 7.6 eV.

---

(8)
DFT (ωB97M-V/def2-TZVPD) results for C6H12O4Pt as an isolated structure at a distorted geometry.

Each line ends with the Löwdin spin population.
CARTESIAN COORDINATES (ANGSTROEM)
C (-0.432, -0.634, 2.641)  0.0323
H (-1.421, -1.063, 2.864)  0.0042
H (0.114, -0.500, 3.583)  0.0006
H (0.202, -1.237, 1.972)  0.0009
O (-2.340, -2.261, -2.075)  0.0004
C (-1.196, -2.361, -2.445)  0.0003
H (-0.904, -3.065, -3.251)  0.0001
H (-0.362, -1.901, -1.872)  0.0004
O (-0.624, 0.679, 2.070)  0.1596
C (-1.545, 0.772, 0.932)  0.0471
C (-0.951, 0.052, -0.252)  0.0134
O (0.066, 0.926, -0.824)  0.1713
C (1.443, 0.567, -0.717)  0.0105
C (2.221, 1.878, -0.585)  0.0160
O (1.723, 2.677, 0.439)  0.1667
Pt (-0.086, 2.171, 0.750)  1.3610
H (-2.540, 0.393, 1.208)  0.0071
H (-1.734, -0.131, -1.000)  0.0020
H (-0.450, -0.910, -0.041)  0.0010
H (1.763, -0.014, -1.597)  0.0026
H (1.592, -0.049, 0.186)  0.0000
H (2.176, 2.398, -1.566)  0.0022
H (3.284, 1.613, -0.423)  0.0001

The calculation puts the total energy at -655.7992 a.u. For the relative energy (zero: lowest compared OMol25 entry of this formula, charge and spin), the calculation gives 0.00 kJ/mol. As for the spin multiplicity: 3. The HOMO-LUMO gap (alpha / beta) is 7.5 / 8.0 eV.

---

(9)
DFT (ωB97M-V/def2-TZVPD) results for one molecule with the formula C6H12OS at a distorted geometry.

Each line ends with the natural charge from an NBO analysis.
CARTESIAN COORDINATES (ANGSTROEM)
C (1.759, -0.121, -1.132)  -0.6024
C (0.345, -0.697, -1.213)  -0.4369
C (-0.611, 0.081, -0.419)  -0.0919
C (-0.726, 1.564, -0.660)  -0.5183
C (-0.943, -0.437, 1.005)  0.1007
C (0.322, -0.601, 1.834)  -0.6197
H (1.747, 0.865, -1.535)  0.2019
H (2.455, -0.692, -1.753)  0.2158
H (2.157, -0.063, -0.103)  0.2094
H (0.203, -1.767, -0.865)  0.2108
H (0.062, -0.792, -2.212)  0.2292
H (-0.944, 2.279, 0.145)  0.2394
H (0.027, 1.968, -1.356)  0.2196
H (-1.332, -1.452, 0.965)  0.1566
H (0.773, 0.386, 1.938)  0.2039
H (1.038, -1.280, 1.346)  0.2128
H (0.114, -0.962, 2.811)  0.2240
H (-2.478, 0.745, 0.993)  0.4792
O (-1.904, 0.349, 1.605)  -0.7213
S (-2.067, 0.626, -1.393)  0.0872

The calculation puts the total energy at -709.2072 a.u. The SMILES is CC[C@@]1([C@@H](C)O)CS1. For the relative energy (zero: lowest compared OMol25 entry of this formula, charge and spin), the calculation gives 84.38 kJ/mol. The HOMO-LUMO gap is 9.8 eV.

---

(10)
DFT (ωB97M-V/def2-TZVPD) results for C6H12OS as an isolated structure at a distorted geometry.

Each line ends with the Löwdin spin population.
CARTESIAN COORDINATES (ANGSTROEM)
C (2.460, 0.061, -0.320)  0.6247
C (1.667, -0.870, 0.195)  0.4074
C (-0.825, 0.137, 1.661)  0.0301
C (-0.554, 1.316, -0.609)  0.0427
C (0.436, -1.373, -0.424)  0.1781
C (-0.837, 0.062, 0.163)  0.3825
O (-0.010, -2.549, 0.105)  0.0527
S (-2.401, -0.716, -0.374)  0.1145
H (3.293, 0.456, 0.235)  0.0429
H (2.309, 0.465, -1.307)  0.0369
H (1.848, -1.253, 1.191)  0.0158
H (-0.703, -0.857, 2.086)  0.0044
H (-0.014, 0.781, 1.998)  0.0022
H (-1.768, 0.545, 2.027)  0.0099
H (-1.387, 2.015, -0.507)  0.0130
H (-0.425, 1.099, -1.668)  0.0055
H (0.349, 1.793, -0.237)  0.0098
H (0.375, -1.287, -1.510)  0.0125
H (-0.929, -2.695, -0.165)  0.0038
H (-2.119, -0.729, -1.680)  0.0108

The calculation puts the total energy at -709.0335 a.u. For the relative energy (zero: lowest compared OMol25 entry of this formula, charge and spin), the calculation gives 81.47 kJ/mol. As for the spin multiplicity: 3. The HOMO-LUMO gap (alpha / beta) is 5.1 / 7.1 eV.

---

Look up the relative energy (zero: lowest compared OMol25 entry of this formula, charge and spin) of the sixth one. 264.25 kJ/mol